No. 1
Here is a molecular structure, C18H17AsCl5FeN3O6PS from OMol25. Energies are from ωB97M-V/def2-TZVPD.

Properties
Frontier orbital gap (spin up / spin down) ... 9.24 / 7.38 eV
Charge ... 0
HOMO energy (spin up / spin down) ... -9.02 / -9.03 eV
Lowest unoccupied orbital energy (spin up / spin down) ... 0.008 / -0.061 hartree
Multiplicity ... 6
Largest force on an atom ... 0.971 eV/A

Structure (XYZ):
```
53
C18H17AsCl5FeN3O6PS (ωB97M-V/def2-TZVPD)
As 2.65605 1.02916 0.51176
Fe -0.34480 0.86965 -0.57821
Cl -1.77799 1.77929 -2.71038
Cl 2.20887 -1.72877 -1.86603
Cl -1.08515 1.86901 -5.77823
Cl 2.95011 -1.60466 -4.85284
Cl 1.33046 0.15532 -6.83033
S 0.39570 3.47597 -0.23203
P -1.73448 -1.01568 0.19548
O 1.04966 2.53019 -1.16194
O 3.38212 0.08533 1.79674
O 0.02653 4.74955 -0.75108
O -0.73842 2.66490 0.33582
O 3.62476 0.98746 -0.79236
O 1.06901 0.30571 0.46401
N -1.62544 -3.74019 -0.06042
N -3.63158 -2.80060 0.98138
N -1.51765 -2.85470 2.21925
C 0.91483 0.12982 -5.16161
C 3.28250 2.94039 2.53159
C 3.19809 4.13166 3.24117
C 1.51640 3.70165 1.10195
C -1.08409 -1.50668 1.87058
C 1.29720 -0.68262 -2.90866
C -0.16022 0.88500 -4.70972
C -3.07672 -3.80862 0.07217
C -1.02013 -3.85012 1.26879
C 1.64012 -0.65677 -4.26447
C -3.52150 -1.45113 0.44827
C -0.45943 0.81727 -3.36078
C 1.43036 4.89238 1.80803
C -1.20789 -2.52291 -0.74602
C 0.22668 0.06095 -2.43288
C -2.97247 -2.94738 2.28416
C 2.27818 5.10230 2.88429
C 2.44221 2.70954 1.44884
H -0.12528 -2.49338 -0.85835
H 0.06144 -3.74892 1.17818
H 0.71610 5.64295 1.49857
H -3.97078 -0.73314 1.13584
H -1.45408 -0.79592 2.61208
H -3.53487 -3.69390 -0.91149
H -1.25251 -4.83936 1.66402
H 0.00189 -1.42766 1.84396
H -3.33804 -4.79038 0.46812
H -3.23473 -3.93033 2.67645
H -1.64568 -2.48278 -1.74565
H 3.86130 4.29969 4.07993
H 3.99813 2.18316 2.81477
H 4.13169 -0.36257 1.37857
H -4.04652 -1.37430 -0.50499
H -3.35337 -2.18490 2.96515
H 2.22339 6.03008 3.43854
```

Mulliken atomic charge list, values in e, 4 entries: 1.010, -0.403, -0.147, -0.154

No. 2
Here is a gas-phase ion, C3H4ClN2O (charge +1) from OMol25. Energies are from ωB97M-V/def2-TZVPD.

Properties
SMILES ... [H]/N=C/C[N+](Cl)=C=O
Frontier orbital gap ... 8.09 eV
Relative energy (zero: lowest compared OMol25 entry of this formula, charge and spin) ... 41.4 kcal per mole
Charge ... +1
HOMO energy ... -14.79 eV
Lowest unoccupied orbital energy ... -0.246 hartree
Multiplicity ... 1
Largest force on an atom ... 3.235 eV/A

Structure (XYZ):
```
11
C3H4ClN2O (ωB97M-V/def2-TZVPD)
Cl 0.06576 -1.06923 2.90769
O 0.92195 2.24733 3.17063
N 1.40170 -0.76382 0.25737
N -0.16268 0.47226 2.03850
C 0.32657 -0.34096 -0.24779
C 0.36589 1.45054 2.58761
C -0.53301 0.53503 0.62611
H -0.39699 1.62143 0.49275
H 0.00665 -0.46208 -1.26365
H -1.55486 0.30364 0.34268
H 1.95543 -1.42386 -0.23352
```

Mulliken atomic charge list, values in e, 4 entries: 0.134, -0.114, -0.462, 0.012

No. 3
Here is a gas-phase ion, C5H10NS (charge +1) from OMol25. Energies are from ωB97M-V/def2-TZVPD.

Properties
Frontier orbital gap ... 7.29 eV
Relative energy (zero: lowest compared OMol25 entry of this formula, charge and spin) ... 71.9 kcal per mole
Charge ... +1
HOMO energy ... -13.32 eV
Lowest unoccupied orbital energy ... -0.221 hartree
Multiplicity ... 1
Largest force on an atom ... 4.485 eV/A

Structure (XYZ):
```
17
C5H10NS (ωB97M-V/def2-TZVPD)
S -0.24772 2.86690 1.55315
N 1.70487 0.21085 -0.87627
C -0.54420 0.16015 0.92597
C -0.94229 -0.67795 -0.24127
C -0.98368 1.64507 0.82126
C 1.39105 -0.97232 -1.04906
C 0.25287 -1.70778 -0.39319
H -0.89580 3.91330 1.04811
H 0.52529 0.29044 1.03792
H 2.12767 -1.64204 -1.68579
H -1.11929 -0.21653 -1.21166
H 0.63419 -2.13584 0.58306
H -1.87900 -1.27012 -0.01155
H -1.80827 1.92359 0.09988
H -0.89014 -0.22820 1.90703
H 0.02397 -2.53486 -1.13155
H 2.65048 0.37532 -1.37607
```

Mulliken atomic charge list, values in e, 4 entries: 0.014, -0.496, -0.615, -0.722

No. 4
Here is 2 unconnected molecules or ions with the total composition C2H6NO2P from OMol25. Energies are from ωB97M-V/def2-TZVPD.

Properties
Frontier orbital gap (spin up / spin down) ... 7.43 / 7.99 eV
Relative energy (zero: lowest compared OMol25 entry of this formula, charge and spin) ... 134.4 kcal per mole
Charge ... 0
HOMO energy (spin up / spin down) ... -8.28 / -8.40 eV
Lowest unoccupied orbital energy (spin up / spin down) ... -0.031 / -0.015 hartree
Multiplicity ... 1
Largest force on an atom ... 2.644 eV/A

Structure (XYZ):
```
12
C2H6NO2P (ωB97M-V/def2-TZVPD)
P -2.91888 -0.11015 -0.00127
O 0.11347 1.18269 -1.51374
O -0.10698 -0.70659 1.31756
N 0.48936 0.22379 0.55042
C 2.03622 0.34555 0.62100
C -0.13934 0.62741 -0.50979
H -2.62496 -0.89599 1.30055
H -2.67779 -1.17921 -0.80474
H 2.33993 -0.12256 -0.27184
H 2.36152 1.37036 0.47195
H -0.97824 -0.95740 0.91993
H 2.50766 -0.19668 1.43643
```

Mulliken atomic charge list, values in e, 4 entries: -0.104, -0.379, -0.392, 0.166

No. 5
Here is a molecular structure, C25H54Cl5N11O24 from OMol25. Energies are from ωB97M-V/def2-TZVPD.

Properties
Frontier orbital gap ... 7.18 eV
Charge ... 0
HOMO energy ... -7.82 eV
Lowest unoccupied orbital energy ... -0.023 hartree
Multiplicity ... 1
Largest force on an atom ... 6.613 eV/A

Structure (XYZ):
```
119
C25H54Cl5N11O24 (ωB97M-V/def2-TZVPD)
Cl -6.77301 0.49508 -5.24205
Cl -0.47735 -5.60025 1.66120
Cl -6.82671 -2.47294 -5.19027
Cl -4.62310 -1.00975 -4.04055
Cl -7.15996 -0.95474 -2.77693
O 2.81479 -4.05444 -0.76295
O -4.58511 2.46227 5.52993
O -1.01719 4.32876 -2.36059
O 2.38248 4.68626 2.41461
O -1.36552 5.88614 0.64840
O 3.66968 -5.59646 -1.96562
O -0.93012 -4.91145 2.83950
O -1.72317 3.77927 0.88471
O -5.74193 0.04225 0.24802
O 4.63443 3.98292 0.82018
O -5.29895 2.13311 0.71650
O 5.13818 -1.51724 1.88837
O 0.45088 2.88460 5.42853
O -0.40248 -4.68663 0.55226
O 0.99161 3.09146 2.25259
O 0.84540 -6.14762 1.93372
O -1.41305 -6.65333 1.30612
O -0.17671 -3.94434 -2.96025
O 4.27145 1.84777 1.09720
O 0.53223 2.94708 -2.86602
O 4.75303 -2.14572 3.89415
O 2.42631 2.79960 6.19077
O -1.87356 -3.34175 -4.15978
O -4.02173 0.57481 4.68280
N -0.90102 -4.02230 -3.93065
N 2.73575 -5.02370 -1.46444
N 1.53794 2.37920 5.50736
N 4.92247 2.88647 1.31042
N -6.08196 1.20538 0.48329
N -3.90010 1.76430 4.81047
N -2.08444 4.91945 0.73906
N 0.00222 4.02271 -2.91330
N -0.54231 -0.50317 -0.22148
N 1.63093 4.00106 1.77509
N 4.75617 -2.32738 2.70015
C 2.27835 -1.59685 -3.02912
C 0.66668 -0.99684 -0.96861
C -0.67035 -5.11750 -4.89620
C -1.41376 0.28591 -1.14574
C 4.36757 -3.66501 2.16853
C -3.54834 5.14729 0.57926
C 3.83688 -0.92655 -1.29272
C 3.79223 -3.19625 -2.06696
C -2.85288 2.43820 4.03286
C -6.38484 -0.96794 -4.36750
C 2.75493 -2.89570 -2.95196
C -7.53763 1.52147 0.57891
C 1.37772 -5.63807 -1.67670
C 1.63369 -1.42842 0.11526
C 2.76673 -0.63723 -2.14038
C 6.23395 2.70356 1.94305
C -1.27720 -1.64054 0.41182
C -3.37054 1.79674 -1.48153
C -2.67707 0.85433 -0.51255
C 1.34847 -0.44295 1.27040
C 0.03684 0.29259 0.92481
C 1.78026 1.12972 4.74825
C 0.82236 5.12086 -3.53915
C 1.56495 4.20470 0.30951
C 4.31695 -2.23220 -1.22766
H -3.83899 4.68950 -0.36263
H 1.26267 -5.67876 -2.75360
H -2.11464 -1.23372 0.97107
H -4.28830 2.22882 -1.07792
H 1.33619 -6.60093 -1.18704
H 1.49169 -2.44530 0.46399
H 1.47387 0.37931 5.48082
H 5.03396 -2.61084 -0.51034
H 1.32707 -1.00109 2.20584
H 2.34214 0.33720 -1.91332
H 1.79181 5.12598 -3.05791
H 0.90045 4.79928 -4.57618
H 1.29040 1.11851 3.78968
H 0.27951 6.04119 -3.37783
H -2.47576 1.38022 0.42077
H 0.31863 1.27949 0.57139
H 4.14526 -4.22003 -2.13408
H 0.08523 -5.81360 -4.54314
H 4.28735 -0.20237 -0.62504
H -3.77420 6.20403 0.59062
H -2.02075 1.72737 4.05842
H 1.51482 -1.26785 -3.72571
H 0.91656 3.44891 -0.12072
H 0.69477 -4.92038 -1.23188
H 2.86248 1.05564 4.68068
H -2.81269 2.63607 -1.89968
H 3.49137 -3.47954 1.55144
H 2.15577 0.28781 1.33579
H -7.63750 2.55992 0.28814
H 6.62502 3.62039 2.36755
H 2.67885 -1.29740 -0.15328
H -0.76773 1.07869 -1.53182
H -7.85965 1.26154 1.58045
H 6.92670 2.36350 1.17255
H 2.29392 -3.65461 -3.56887
H -2.42029 3.34453 4.44431
H 0.34720 -1.85375 -1.56448
H 5.18632 -4.05465 1.57625
H -0.53305 0.29658 1.84578
H -4.04983 4.63513 1.39715
H -8.04694 0.89587 -0.14939
H 1.24393 5.22645 0.13613
H -3.70033 1.18997 -2.32718
H 4.13538 -4.32985 2.99032
H -1.71991 -2.18467 -0.42298
H -0.32942 -4.68379 -5.83295
H -3.04455 2.60017 2.97403
H -1.58467 -5.68080 -5.04888
H -0.63978 -2.25168 1.03759
H 2.54324 4.05125 -0.13729
H -3.34241 0.00953 -0.34020
H 1.03704 -0.24982 -1.66455
H -1.63843 -0.36334 -1.99332
H 6.19776 1.88584 2.65500
```

Mulliken atomic charge list, values in e, 4 entries: -0.099, 1.743, -0.097, -0.039

No. 6
Here is a gas-phase ion, C3H7F3N (charge +1) from OMol25. Energies are from ωB97M-V/def2-TZVPD.

Properties
SMILES ... CC(C)[N+](F)(F)F
Frontier orbital gap ... 13.32 eV
Relative energy (zero: lowest compared OMol25 entry of this formula, charge and spin) ... 17.8 kcal per mole
Charge ... +1
HOMO energy ... -17.68 eV
Lowest unoccupied orbital energy ... -0.160 hartree
Multiplicity ... 1
Largest force on an atom ... 4.314 eV/A

Structure (XYZ):
```
14
C3H7F3N (ωB97M-V/def2-TZVPD)
F 1.76310 -1.72074 1.90432
F 2.92655 -1.07309 0.27104
F 1.24916 -2.23199 -0.19361
N 1.63673 -1.24745 0.63872
C 0.52955 0.02054 0.37322
C -0.79438 -0.45171 0.85877
C 0.55756 0.39386 -1.09560
H -1.42813 0.30061 1.13533
H 1.23839 1.21465 -1.14997
H 0.71885 -0.56242 -1.75585
H -1.34201 -1.09625 0.27679
H -0.39174 0.75860 -1.39795
H 1.08042 0.69424 0.92267
H -0.77391 -0.99066 1.70010
```

Mulliken atomic charge list, values in e, 4 entries: -0.078, -0.099, -0.085, 0.588

Q: The lowest largest force on an atom belongs to which entry?
A: C18H17AsCl5FeN3O6PS